# 1
Density functional theory data (ωB97M-V/def2-TZVPD) for one molecule with the formula C4H6N2.

Results
Highest occupied orbital energy = -7.4 eV
DFT total energy = -265.49859 hartree
Orbital gap = 8.55 eV
Energy above the lowest of the compared OMol25 structures with the same formula, charge and spin = 23.2 kcal per mole
LUMO energy = 1.118 eV

CARTESIAN COORDINATES (ANGSTROEM)
N -2.0339 0.2087 -0.3067
C -0.6505 0.0779 -0.1035
C 0.2868 1.0858 -0.0341
N 1.5234 0.4859 0.0881
C 1.2886 -0.8591 0.1595
C 0.0336 -1.1677 -0.0142
H -2.4083 1.0784 0.0529
H -2.5512 -0.5664 0.0907
H 0.1792 2.1586 -0.0978
H 2.3910 0.9765 0.2458
H 2.3337 -1.2950 -0.0405
H -0.4024 -2.1490 -0.0550

Force components x, y, z for each atom (eV/Å):
-0.3367 0.0646 0.1003
-0.1234 0.5968 0.0189
-0.3803 0.1809 -0.1211
-1.5491 0.6113 0.3193
7.7231 0.2712 -0.9147
-2.9249 -0.3694 -0.0707
0.0558 -0.1445 -0.0685
0.0735 0.1591 -0.0586
-0.0908 -0.1212 0.0665
-0.2438 -0.3906 -0.0771
-2.1762 -0.7809 0.8925
-0.0271 -0.0773 -0.0870


# 2
Density functional theory data (ωB97M-V/def2-TZVPD) for one molecule with the formula C5H12N2.

Results
Highest occupied orbital energy = -8.4 eV
DFT total energy = -307.12869 hartree
Orbital gap = 9.39 eV
Energy above the lowest of the compared OMol25 structures with the same formula, charge and spin = 63.2 kcal per mole
LUMO energy = 1.031 eV

CARTESIAN COORDINATES (ANGSTROEM)
C -1.0779 0.9436 -0.4238
C -0.5131 0.5112 0.9346
C 0.4172 -0.6569 0.7001
C 0.1466 -1.8714 1.0179
C 2.0053 1.0142 -0.4880
N 1.2208 -0.3619 -0.4324
N -2.1743 0.0891 -0.9939
H -0.2932 0.7697 -1.1817
H -1.2069 2.0196 -0.4742
H -1.3951 0.4999 1.6344
H 0.1429 1.4384 1.2407
H -0.7944 -2.0995 1.4627
H 0.6967 -2.7933 0.6680
H 1.3703 1.8954 -0.9245
H 2.6332 1.3030 0.3844
H 2.8508 0.8766 -1.2455
H 1.9329 -1.1120 -0.5762
H -3.1394 0.3347 -0.7767
H -1.9924 -0.8671 -0.6721

Force components x, y, z for each atom (eV/Å):
0.0849 -0.9128 -1.8835
0.3812 2.7955 0.5106
-0.8153 2.9593 -2.2726
0.0297 -4.2831 0.4716
0.4300 -0.5915 -1.7343
3.7293 1.3043 0.6415
0.3273 0.3168 0.6829
-0.4463 0.3021 0.5764
-0.9973 0.0666 0.1667
1.2793 -0.7706 -0.2519
-1.1116 -1.7246 -0.1418
-0.3042 -0.0448 0.9017
-0.3667 1.3546 0.2658
1.0182 -1.8016 1.2261
-1.1712 -0.1861 0.0507
-1.3929 -0.1132 0.5826
-0.9054 0.8455 0.1299
0.4981 0.0864 0.3489
-0.2670 0.3972 -0.2714


# 3
Density functional theory data (ωB97M-V/def2-TZVPD) for C35H35F6InN4PSSb2 as an isolated structure.

Results
Highest occupied orbital energy (alpha / beta) = -13.1 / -12.7 eV
DFT total energy = -3582.54312 hartree
Orbital gap (alpha / beta) = 6.31 / 4.79 eV
Spin multiplicity = 2
Energy above the lowest of the compared OMol25 structures with the same formula, charge and spin = 98.3 kcal per mole
Net charge = +2
LUMO energy (alpha / beta) = -6.822 / -7.923 eV

CARTESIAN COORDINATES (ANGSTROEM)
In 3.0698 -1.5748 -0.1373
C 1.1889 -4.7940 -2.7440
C 1.6742 -3.5198 -2.1416
N 2.2683 -3.4573 -1.0093
N 2.5262 -4.5904 -0.3059
C 3.5959 -4.5178 0.4365
N 3.9340 -5.5783 1.1701
S 4.7855 -3.1773 0.5081
C 1.5952 -2.2370 -2.9028
C 1.0425 -2.1795 -4.1736
C 1.0982 -0.9913 -4.8882
C 1.6856 0.1215 -4.3137
C 2.1987 0.0017 -3.0335
N 2.1648 -1.1446 -2.3550
H 1.1972 -5.5803 -1.9960
H 1.8401 -5.0941 -3.5681
H 0.1805 -4.6787 -3.1410
H 3.2831 -6.3468 1.2300
H 4.6669 -5.5067 1.8545
H 0.5946 -3.0597 -4.6100
H 0.6835 -0.9399 -5.8855
H 1.7561 1.0613 -4.8410
H 2.6742 0.8398 -2.5378
C -2.6867 -0.4592 -0.3117
C -2.7053 -0.1613 1.1834
C -1.3657 -0.3872 1.8885
Sb 0.0411 1.1603 1.4327
C 1.5991 0.6347 2.7939
C 1.7652 -1.5835 4.7016
C 3.0090 -1.1685 5.2355
C 4.0094 -0.4042 4.6822
C 3.9942 0.3860 3.5346
C 2.9251 0.7694 2.6660
C -0.8527 2.7910 2.4344
C -0.3325 4.0625 2.2063
C -0.8790 5.1611 2.8521
C -1.9537 4.9928 3.7141
C -2.4774 3.7273 3.9392
C -1.9274 2.6236 3.3026
Sb -1.4144 0.8220 -1.4495
C -1.8758 0.3190 -3.4425
C -1.7821 1.2877 -4.4380
C -2.1281 0.9594 -5.7401
C -2.5545 -0.3284 -6.0432
C -2.6392 -1.2937 -5.0477
C -2.2909 -0.9757 -3.7431
C -2.1368 2.7631 -1.1105
C -3.4557 2.9549 -0.7068
C -3.9112 4.2406 -0.4536
C -3.0587 5.3244 -0.6147
C -1.7474 5.1312 -1.0264
C -1.2790 3.8482 -1.2646
H -3.6790 -0.3450 -0.7540
H -2.3596 -1.4822 -0.5043
H -3.4437 -0.8274 1.6372
H -3.0732 0.8537 1.3573
H -0.9187 -1.3427 1.6119
H -1.4938 -0.4070 2.9709
H 0.9494 -1.5845 5.4209
H 3.1536 -1.5347 6.2508
H 4.9310 -0.3652 5.2500
H 4.9513 0.8145 3.2654
H 3.2223 1.2758 1.7529
H 0.5021 4.2063 1.5289
H -0.4666 6.1468 2.6836
H -2.3821 5.8496 4.2156
H -3.3098 3.5968 4.6173
H -2.3376 1.6418 3.5035
H -1.4660 2.2974 -4.2044
H -2.0759 1.7105 -6.5162
H -2.8315 -0.5772 -7.0586
H -2.9874 -2.2897 -5.2856
H -2.3604 -1.7349 -2.9732
H -4.1356 2.1192 -0.5929
H -4.9339 4.3956 -0.1389
H -3.4201 6.3251 -0.4221
H -1.0886 5.9790 -1.1567
H -0.2487 3.7026 -1.5713
F 1.6201 -1.9339 2.0721
P 1.4755 -2.9663 3.4019
F 3.0618 -3.2109 3.3051
F 1.1800 -4.1818 2.4327
F 1.0985 0.0749 3.9409
F 1.3686 -3.8727 4.7205
F -0.0949 -2.5866 3.4492

Force components x, y, z for each atom (eV/Å):
-0.1228 0.2527 -0.0636
-0.0035 0.0037 -0.0049
-0.0582 0.1354 -0.0820
0.1268 -0.1157 -0.0127
-0.1415 0.0511 -0.0827
0.4395 0.2280 0.0883
-0.0915 -0.1059 0.0861
-0.1524 -0.2465 -0.0155
0.0345 0.1231 0.0471
0.0020 -0.0402 0.0010
-0.0447 -0.0077 0.0079
-0.0252 0.0028 0.0255
0.0267 -0.1329 0.0830
-0.0042 -0.2141 0.0726
-0.0044 0.0092 -0.0006
0.0063 0.0046 -0.0156
-0.0181 -0.0017 0.0007
0.0314 0.0174 0.0053
-0.0215 -0.0080 -0.0325
-0.0027 -0.0001 -0.0195
-0.0119 -0.0009 -0.0196
0.0050 0.0196 -0.0188
0.0034 0.0002 0.0117
-0.0382 -0.0058 0.0036
-0.0145 -0.0303 0.0585
-0.0479 0.0572 0.0424
-0.0239 -0.0200 -0.2994
-0.0201 0.0320 0.1229
0.5607 -0.7843 0.3029
-0.5594 -0.1270 -0.0169
0.2427 0.0975 -0.2193
-0.1377 -0.0649 0.1228
0.1339 -0.0043 -0.1431
0.0652 0.0621 0.0380
-0.0063 0.0083 -0.0125
-0.0167 -0.0022 0.0116
0.0028 -0.0146 -0.0088
0.0154 0.0134 -0.0046
0.0089 -0.0338 0.0132
0.0147 -0.0175 -0.0049
-0.0009 -0.0064 -0.0306
0.0148 -0.0002 0.0117
-0.0005 -0.0233 -0.0006
0.0081 0.0071 0.0124
-0.0023 0.0230 -0.0191
0.0486 -0.0045 0.0073
-0.0264 -0.0019 -0.0116
0.0185 0.0050 0.0106
0.0167 0.0150 -0.0175
-0.0081 -0.0126 0.0029
0.0041 0.0029 0.0097
-0.0046 -0.0013 -0.0286
0.0113 0.0098 -0.0152
0.0168 -0.0100 0.0069
0.0042 -0.0108 0.0052
0.0083 0.0013 0.0034
-0.0085 0.0495 -0.0061
0.0137 -0.0022 -0.0307
-0.0057 -0.0572 -0.0257
0.0435 0.1453 0.0700
0.0264 -0.0144 -0.0146
0.0254 0.0163 0.0029
0.0123 0.0073 0.0382
0.0013 -0.0013 -0.0094
0.0014 0.0085 -0.0051
-0.0066 0.0151 0.0117
-0.0110 -0.0039 0.0082
-0.0089 -0.0027 -0.0011
0.0000 0.0236 0.0071
-0.0031 0.0148 -0.0141
-0.0046 -0.0046 -0.0118
-0.0042 -0.0162 -0.0026
-0.0097 -0.0130 0.0131
-0.0077 -0.0153 0.0092
-0.0182 0.0024 0.0081
-0.0059 0.0143 0.0052
0.0075 0.0130 -0.0022
0.0084 0.0002 0.0138
-0.0335 0.0231 0.0321
0.0085 0.0708 -0.0332
-0.0074 0.0358 0.0026
0.0178 0.0036 -0.0610
-0.3143 0.5393 -0.0757
-0.0130 0.0266 0.0001
0.0348 -0.0120 0.0559